{"formula": "C4H7NO2", "method": "ωB97M-V with the def2-TZVPD basis set", "homo_energy_ev": -8.80, "multiplicity": 1, "energy_ev": -9843.8964, "relative_energy_kcal_mol": 78.0, "species": ["C", "C", "C", "O", "C", "O", "N", "H", "H", "H", "H", "H", "H", "H"], "coordinates": [[1.146635, -1.262758, 0.097682], [0.587011, 0.102377, -0.180665], [1.394881, 1.293605, -0.387112], [0.743727, 0.609220, -1.469365], [-1.532661, -0.415395, 0.046274], [-0.619536, 0.416549, 0.533004], [-2.699731, 0.068102, 0.379701], [2.179654, -1.309722, -0.254885], [1.127123, -1.460345, 1.173457], [0.550880, -2.018905, -0.415393], [0.975225, 2.266932, -0.136233], [2.476063, 1.224508, -0.381366], [-2.831269, 0.928500, 0.894269], [-3.497998, -0.442672, 0.100626]], "forces_ev_per_angstrom": [[0.006, -0.011, 0.019], [0.963, 0.607, 1.268], [0.442, 0.117, 0.008], [-0.659, 0.063, 0.043], [-0.794, -0.257, -0.099], [1.246, -0.327, -1.280], [-0.513, 0.053, 0.256], [-0.131, 0.021, 0.010], [-0.011, 0.016, -0.155], [0.063, 0.081, 0.084], [0.021, -0.200, -0.036], [0.047, 0.006, -0.063], [0.060, 0.137, 0.075], [-0.740, -0.307, -0.130]]}

{"formula": "C4H8O3", "method": "ωB97M-V with the def2-TZVPD basis set", "homo_energy_ev": -8.60, "smiles": "O=C=CO.COC", "multiplicity": 1, "energy_ev": -10417.6407, "relative_energy_kcal_mol": 77.5, "species": ["O", "C", "C", "O", "H", "H", "C", "O", "C", "H", "H", "H", "H", "H", "H"], "coordinates": [[1.916538, 0.515061, -0.447991], [1.438756, -0.487861, -0.070587], [1.035858, -1.692800, 0.309515], [2.004358, -2.684494, 0.425607], [0.017520, -1.868716, 0.631507], [2.050783, -3.151540, -0.417583], [-0.647450, 1.482091, 1.017557], [-0.865564, 0.312515, 0.259070], [-1.229442, 0.535186, -1.084741], [-0.311904, 1.147585, 2.002994], [-1.571015, 2.066812, 1.130352], [0.134876, 2.116430, 0.575736], [-2.184585, 1.072555, -1.162604], [-1.336434, -0.454193, -1.538658], [-0.452295, 1.091370, -1.630174]], "forces_ev_per_angstrom": [[-0.368, -0.822, 0.336], [0.341, 0.506, -0.248], [-0.103, 0.329, 0.045], [0.100, -0.205, -0.195], [0.221, 0.057, -0.065], [0.035, -0.032, 0.152], [0.005, 0.151, 0.135], [-0.031, -0.049, 0.043], [-0.086, 0.007, -0.202], [-0.070, 0.115, -0.127], [0.110, -0.081, -0.074], [-0.148, -0.119, -0.009], [0.134, -0.026, 0.047], [-0.025, 0.194, 0.016], [-0.118, -0.024, 0.144]]}

{"formula": "C5H7NO", "method": "ωB97M-V with the def2-TZVPD basis set", "homo_energy_ev": -9.92, "smiles": "[H]/N=C/OCCC#C", "multiplicity": 1, "energy_ev": -8833.7111, "relative_energy_kcal_mol": 57.5, "species": ["H", "N", "C", "O", "C", "C", "C", "C", "H", "H", "H", "H", "H", "H"], "coordinates": [[1.709966, -2.774851, 0.665868], [1.095495, -1.981846, 0.824330], [1.678321, -0.908967, 0.507663], [1.125103, 0.308229, 0.591712], [-0.241285, 0.403500, 0.994558], [-0.973009, 1.293218, -0.005295], [-1.122826, 0.660220, -1.319160], [-1.256128, 0.121093, -2.387889], [2.700313, -0.801986, 0.137288], [-0.260096, 0.859830, 1.989510], [-0.680127, -0.594290, 1.045092], [-1.964120, 1.534162, 0.398158], [-0.428952, 2.239511, -0.108189], [-1.382655, -0.357825, -3.333646]], "forces_ev_per_angstrom": [[-0.039, 0.060, 0.023], [0.112, 0.074, -0.058], [0.083, -0.106, 0.033], [0.072, 0.045, -0.078], [-0.212, -0.032, 0.087], [-0.012, 0.051, 0.034], [-0.075, -0.241, -0.503], [0.059, 0.232, 0.475], [-0.076, -0.078, 0.010], [-0.014, -0.061, -0.119], [0.015, 0.149, -0.006], [0.128, -0.052, -0.058], [-0.079, -0.129, -0.007], [0.038, 0.088, 0.166]]}

{"formula": "C3H8N4", "method": "ωB97M-V with the def2-TZVPD basis set", "homo_energy_ev": -6.90, "smiles": "CN1C=CNN1N", "multiplicity": 1, "energy_ev": -9195.8672, "relative_energy_kcal_mol": 133.0, "species": ["C", "N", "C", "C", "N", "N", "N", "H", "H", "H", "H", "H", "H", "H", "H"], "coordinates": [[1.182134, 1.522228, -0.359948], [0.247511, 0.642841, 0.247309], [0.339919, -0.072459, 1.391187], [-0.878239, -0.728744, 1.532594], [-1.654333, -0.404579, 0.320703], [-0.752901, 0.220236, -0.582850], [0.070363, -0.944247, -1.599671], [1.772746, 0.875762, -1.015647], [0.455118, 2.132342, -1.080021], [1.699390, 2.105612, 0.509158], [1.226682, 0.113060, 1.992989], [-1.016021, -1.366700, 2.409591], [-2.376961, -1.024941, -0.173510], [-0.573700, -1.225248, -2.356390], [0.258294, -1.845163, -1.235494]], "forces_ev_per_angstrom": [[-1.099, 1.333, -0.496], [-1.017, 0.674, -0.582], [-2.391, -0.699, 0.261], [2.472, 0.197, -0.575], [0.196, -0.690, 0.543], [-0.184, -2.043, -0.287], [-0.911, 1.227, -1.178], [0.794, 0.693, 0.110], [2.107, -0.551, 1.604], [-0.662, -0.837, -2.120], [-0.577, -0.496, 0.256], [-0.978, 0.085, -0.845], [1.923, 1.207, 1.368], [-0.006, 0.950, 0.319], [0.333, -1.049, 1.621]]}

Look up the multiplicity of the fourth one. 1